1.
ORCA calculation (ωB97M-V/def2-TZVPD) on the ion C9H15N2 with charge +1 at a distorted geometry.

The geometry in XYZ format:
```
26
Properties=species:S:1:pos:R:3:forces:R:3:mulliken_charge:R:1
C -3.080112 1.290279 0.685901 0.0472 0.9551 -3.0337 -1.063
C -2.519403 0.658070 -0.643651 -1.2173 0.6412 -0.2939 -0.740
C -1.597049 -0.426034 -0.213973 6.2435 0.7777 0.4396 0.805
C -2.001017 -1.844293 0.124784 0.6635 2.0295 -0.4300 -1.900
C -0.120955 -0.111362 0.041229 -7.3254 -2.1054 -1.9460 0.721
C 0.528098 1.129978 -0.217414 1.7217 0.4287 -0.7609 -0.767
C 1.882678 1.244477 -0.183846 -3.4966 0.4358 0.0155 -0.371
N 2.611500 0.106793 0.122714 0.7929 -1.2311 -0.2199 0.036
C 4.093682 0.155807 0.056099 0.4440 2.5192 -0.3651 -0.779
C 2.018157 -1.113024 0.161722 -0.0300 1.9952 -0.9263 -0.025
N 0.709169 -1.274064 0.087764 2.0593 1.1368 1.0098 0.044
H -3.723728 2.172744 0.515104 0.7187 -0.1761 0.0129 0.322
H -3.698511 0.579051 1.097428 -1.0667 -1.6259 1.6616 0.333
H -2.153775 1.464357 1.163867 0.2967 0.6543 1.5008 0.402
H -1.976707 1.472025 -1.150948 -0.1120 -0.5042 -0.0623 0.209
H -3.347017 0.324372 -1.365350 1.2251 0.1538 1.1425 0.381
H -1.508753 -2.598051 -0.432153 0.5089 -0.7601 -1.1113 0.401
H -1.666317 -1.977973 1.120249 -0.3562 -0.4888 1.3805 0.524
H -3.033235 -1.948449 -0.027595 -1.4421 -0.4056 0.2220 0.416
H -0.015841 1.955141 -0.667732 -0.1480 -0.1176 0.5430 0.229
H 2.270923 2.206422 -0.471165 1.0229 -0.3128 0.1463 0.383
H 4.495629 0.706214 0.989357 -0.4657 -1.7786 -1.1226 0.300
H 4.270358 -0.887898 -0.174148 1.5686 0.1941 0.5081 0.261
H 4.527923 0.874478 -0.791935 -1.4834 -1.8297 1.3361 0.317
H 2.678003 -1.943740 0.036601 0.1230 -0.6146 0.5116 0.319
H 0.356310 -2.215313 0.137085 -0.2925 0.0293 -0.1579 0.241
```
Positions in Å, forces in eV/Å.

The calculation puts the HOMO-LUMO gap (spin up / spin down) at 7.1 / 7.1 eV. Its charge is +1. The SMILES is CC/C(C)=C1\C=CN(C)C=[NH+]1.


2.
ORCA calculation (ωB97M-V/def2-TZVPD) on a cluster of 2 separate species, C9H15N2 in total at a distorted geometry.

The geometry in XYZ format:
```
26
Properties=species:S:1:pos:R:3:forces:R:3:lowdin_spin:R:1
C -4.243671 1.148322 0.399496 -1.6771 2.2827 1.8801 0.005
C -3.177185 0.684086 1.064743 1.3569 0.6178 2.3771 0.017
C -3.427477 -0.464885 -0.727646 -0.1530 0.1941 -2.2502 0.091
C -0.896726 -2.094155 0.570209 2.3826 -1.9876 0.1781 0.070
C -1.351674 -0.926238 0.250718 -0.8297 -0.4795 0.6410 0.638
C 4.535453 0.289118 -0.032734 3.5517 -0.0921 -1.8622 0.012
C 0.940353 0.544149 -0.209764 -0.6420 0.3606 0.5077 0.710
C 3.223145 0.816211 -0.460289 0.2604 -0.4393 -1.0650 0.044
C 2.157044 -0.208889 -0.057449 -0.2504 0.0205 0.4727 0.107
N -4.335166 0.513359 -0.782893 -0.5144 -3.1986 -1.5287 0.041
N -2.628185 -0.366307 0.273129 0.5068 1.6630 2.4595 0.082
H -5.006751 1.870544 0.776877 1.0012 -0.6484 -0.6567 0.000
H -2.812877 1.051401 2.096004 -0.3590 -1.0227 -2.1504 0.000
H -3.183110 -1.175992 -1.440681 -0.1989 -1.0022 -1.6667 0.003
H -1.436512 -2.944441 1.032226 -0.2896 0.8452 -0.2080 0.028
H 0.204566 -2.436723 0.418531 -1.9011 1.1738 0.0333 0.017
H 5.500163 0.930919 -0.177244 -1.9387 -0.8267 -0.0517 0.002
H 4.721198 -0.663040 -0.528260 0.3442 -0.1080 -0.1558 0.000
H 4.527576 0.051709 0.994131 -0.2085 -0.1192 1.3875 0.001
H 0.314131 0.355287 -1.030847 -1.0191 -0.3357 -0.9608 0.057
H 0.957406 1.540715 0.120306 -0.2841 1.2194 0.5817 0.041
H 3.120474 1.628656 0.180958 -0.8876 1.8555 0.9261 0.001
H 3.069432 1.228700 -1.525693 0.5300 -1.0500 1.4951 0.002
H 2.269149 -0.634256 0.980488 0.3332 0.6409 -0.7807 0.027
H 2.042706 -1.043525 -0.715736 0.7072 -0.8055 -0.5363 0.000
H -5.083474 0.305276 -1.468588 0.1786 1.2419 0.9331 0.000
```
Positions in Å, forces in eV/Å.

The calculation puts the HOMO-LUMO gap (spin up / spin down) at 7.2 / 8.4 eV. Its charge is +1. Its expectation value of S² is 2.0175. The spin multiplicity is 3.


3.
ORCA calculation (ωB97M-V/def2-TZVPD) on the ion C9H15N2O2 with charge +1 at a distorted geometry.

The geometry in XYZ format:
```
28
Properties=species:S:1:pos:R:3:forces:R:3:mulliken_charge:R:1
C -1.670901 -1.978342 1.449837 0.3566 -1.6601 -0.9921 -0.631
O -0.246192 -1.657055 1.218691 -0.9188 0.0557 0.5384 -0.423
C 0.050232 -0.386133 0.792296 -2.8732 1.6453 -3.4568 0.536
C -0.236837 -0.332714 -0.864291 1.6178 -2.2321 3.2505 -0.261
N 0.136995 -1.356481 -1.674485 -1.1773 2.5678 -1.4931 0.003
C -0.407924 -1.028599 -2.970292 0.0222 -0.8632 2.3665 0.495
O -0.240011 -2.006258 -3.821560 0.1123 -0.7978 -2.0695 -0.531
C -1.128137 0.113278 -2.803656 0.5802 -0.8641 -1.0516 -0.747
N -1.026475 0.493777 -1.491893 0.5992 -0.0276 -0.2670 0.256
C -1.743088 1.603759 -0.890942 3.5607 0.0997 3.6038 -0.870
C 1.389122 0.141533 1.187469 1.1149 -1.3850 -0.3756 -0.066
C 2.100275 1.338090 0.542756 -3.1033 -0.4646 0.6268 -0.655
C 1.408872 1.425071 1.895213 0.6035 0.8261 -1.0362 -0.817
H -2.260345 -1.311124 2.094564 0.7196 0.3758 -0.2562 0.281
H -1.547333 -2.936655 1.999824 -0.5047 0.5809 -0.5055 0.305
H -2.267230 -2.184405 0.469217 1.2650 0.4975 1.4905 0.252
H -0.795168 0.326811 1.031934 1.2045 -0.6724 0.7178 0.042
H 0.839800 -2.066694 -1.484973 -0.3887 0.1671 0.0383 0.310
H -0.688900 -2.027868 -4.703435 0.3391 0.6753 1.2511 0.389
H -1.594590 0.735357 -3.508397 -0.6773 0.3892 -0.7527 0.509
H -1.002348 2.509664 -0.753708 -1.8316 -1.5658 -0.5204 0.244
H -2.605881 1.770907 -1.426463 -1.7958 0.7186 -1.0380 0.452
H -1.942889 1.178181 0.157427 -0.4220 1.3770 -1.5698 0.352
H 2.081577 -0.711206 1.366648 -0.5819 0.8319 0.6548 0.472
H 1.613675 1.779924 -0.299021 -0.1239 0.3973 -0.4218 0.157
H 3.131392 1.392584 0.584394 1.8416 -0.2638 -0.1970 0.365
H 2.061304 1.631732 2.660160 1.5958 -0.1600 1.8487 0.349
H 0.596436 2.104022 2.021798 -1.1345 -0.2487 -0.3840 0.230
```
Positions in Å, forces in eV/Å.

The calculation puts the HOMO-LUMO gap at 10.4 eV. Its charge is +1. The SMILES is CO[C@H](c1[nH+]c(O)cn1C)C1CC1.


4.
ORCA calculation (ωB97M-V/def2-TZVPD) on the ion C9H15N2O2 with charge +1 at a distorted geometry.

The geometry in XYZ format:
```
28
Properties=species:S:1:pos:R:3:forces:R:3:mulliken_charge:R:1
C -3.137797 1.579195 0.326179 -1.5361 -2.3544 -3.4267 -1.245
C -1.776466 1.339025 0.812644 -0.0719 0.5977 0.3143 0.675
N -0.715129 1.148491 0.084876 -1.8464 0.6411 1.1530 0.076
C 0.713405 1.078278 0.329684 1.0613 0.5578 0.9942 -0.323
C 1.225304 -0.312110 0.777859 -0.4007 -0.8296 -0.3848 -0.215
C 2.306775 -0.463085 1.827817 -0.9164 -0.6281 1.7952 -1.600
C 1.721796 -0.651972 -0.641919 -0.9124 0.1110 -0.5803 -0.084
C 1.366125 -2.119493 -1.074029 1.7635 1.6058 -0.2121 -1.359
C 0.938833 0.701786 -1.230999 2.9145 -0.5848 1.5774 -0.250
C -0.550538 0.680013 -1.335832 -2.1773 1.4925 -0.0287 -0.073
O -1.232858 -0.498276 -1.447187 -0.4109 -1.7658 -0.7762 -0.242
N -2.223369 -0.791887 -0.402551 -0.6684 -2.5728 -0.7382 0.294
O -2.746412 -1.812701 -0.614491 1.0275 1.7952 0.2024 -0.358
H -3.786887 0.680935 0.630244 0.8205 1.4324 0.1193 0.356
H -3.241904 1.492536 -0.852158 0.2859 0.7739 2.3375 0.234
H -3.578700 2.475597 0.745343 0.0691 0.2159 -0.0195 0.422
H -1.914859 1.406236 1.924811 1.9683 -0.0407 -0.7250 0.354
H 1.027267 1.967363 0.953173 0.1299 -0.9033 -1.0808 0.402
H 0.460933 -1.076004 0.883396 -0.8224 0.4798 0.8827 0.466
H 3.088666 0.201488 1.602209 1.1923 1.0499 -0.2227 0.469
H 2.752268 -1.472696 1.769393 -0.3684 0.2984 -0.0076 0.344
H 2.031100 -0.290462 2.931809 0.0364 -0.2233 -1.7570 0.333
H 2.788366 -0.549215 -0.499186 0.4463 0.5481 -1.2240 0.567
H 2.144586 -2.669454 -1.583966 0.4656 0.5147 -0.7481 0.393
H 0.495834 -2.163087 -1.672293 -1.0576 -0.3279 -0.1216 0.293
H 1.384688 -2.670372 -0.173340 -0.9720 -0.7411 1.1981 0.367
H 1.408912 1.388495 -1.985099 -0.2666 -0.8623 0.9063 0.342
H -0.949938 1.401378 -2.086394 0.2461 -0.2799 0.5730 0.363
```
Positions in Å, forces in eV/Å.

The calculation puts the HOMO-LUMO gap at 9.8 eV. Its charge is +1. The SMILES is C/C=[N+]1/[C@H]2[C@H](C)[C@@H](C)[C@H]2[C@H]1ON=O.


Taking the records one at a time from the top gives energy relative to the best compared isomer or geometry (same formula, charge and spin) values of 55.08 52.94 66.53 154.28 kcal/mol.